*i*
{"formula": "C4H8N2", "method": "the ωB97M-V functional and the def2-TZVPD basis", "e_lumo_ev": 1.048, "spin_multiplicity": 1, "homo_lumo_gap_ev": 10.780, "smiles": "C[C@@H]1N2N[C@@]12C", "symbols": ["C", "C", "C", "C", "N", "N", "H", "H", "H", "H", "H", "H", "H", "H"], "positions_angstrom": [[0.15, 0.87, 0.37], [0.63, -0.44, -0.03], [-1.21, 1.28, 0.28], [-0.18, -1.95, -0.47], [1.98, -0.17, -0.24], [0.96, 0.66, -0.89], [0.73, 1.48, 1.24], [-1.95, 0.72, 0.81], [-1.49, 1.54, -0.74], [-1.32, 2.23, 0.86], [0.65, -2.54, -1.08], [-1.05, -1.78, -1.10], [-0.36, -2.40, 0.50], [2.46, 0.48, 0.48]]}

*ii*
{"formula": "C4H8N2", "method": "the ωB97M-V functional and the def2-TZVPD basis", "e_lumo_ev": [0.002, -0.001], "spin_multiplicity": 1, "homo_lumo_gap_ev": [7.762, 7.759], "symbols": ["C", "C", "C", "C", "N", "N", "H", "H", "H", "H", "H", "H", "H", "H"], "positions_angstrom": [[-1.09, -1.79, 0.40], [-0.18, -0.77, 0.45], [2.22, -0.63, -0.05], [-0.97, 1.51, -0.44], [-2.14, -0.71, 0.04], [-1.05, 0.28, 0.17], [-1.22, -2.77, 0.68], [2.26, -0.56, -1.19], [2.60, 0.31, 0.41], [2.39, -1.66, 0.48], [-1.59, 2.36, 0.15], [0.08, 1.96, -0.37], [-1.46, 1.46, -1.45], [-2.75, -0.62, 0.83]]}

*iii*
{"formula": "C4H8N2", "method": "the ωB97M-V functional and the def2-TZVPD basis", "e_lumo_ev": 0.965, "spin_multiplicity": 1, "homo_lumo_gap_ev": 7.195, "symbols": ["C", "C", "C", "C", "H", "H", "H", "H", "H", "H", "H", "H", "N", "N"], "positions_angstrom": [[0.38, 1.07, 0.81], [-0.70, -1.02, 0.66], [-0.18, -1.17, -0.74], [0.90, 0.91, -0.59], [0.35, 2.13, 1.02], [1.10, 0.56, 1.50], [-1.63, 0.73, 0.44], [0.09, -1.39, 1.38], [-1.60, -1.63, 0.72], [-0.31, -2.10, -1.24], [0.83, -0.27, -2.18], [1.60, 1.63, -0.99], [-0.89, 0.38, 1.03], [0.49, -0.16, -1.25]]}

Last place for stability: *ii*

*i*
{"formula": "C4H8N2", "method": "the ωB97M-V functional and the def2-TZVPD basis", "e_lumo_ev": 1.024, "spin_multiplicity": 1, "homo_lumo_gap_ev": 9.713, "smiles": "C[C@@H]1CN=CN1", "symbols": ["C", "C", "C", "C", "H", "H", "H", "H", "H", "H", "H", "H", "N", "N"], "positions_angstrom": [[-1.87, -0.03, -0.51], [-0.73, 0.02, 0.53], [0.26, 1.20, 0.27], [1.32, -0.65, -0.26], [-1.49, 0.03, -1.53], [-2.45, -0.94, -0.41], [-2.52, 0.83, -0.32], [-1.17, 0.08, 1.54], [-0.17, 1.97, -0.38], [0.60, 1.71, 1.20], [2.04, -1.38, -0.62], [-0.17, -2.03, 0.22], [1.44, 0.61, -0.40], [0.19, -1.10, 0.43]]}

*ii*
{"formula": "C4H8N2", "method": "the ωB97M-V functional and the def2-TZVPD basis", "e_lumo_ev": 0.871, "spin_multiplicity": 1, "homo_lumo_gap_ev": 10.183, "smiles": "CN(C)CC#N", "symbols": ["C", "N", "C", "C", "C", "N", "H", "H", "H", "H", "H", "H", "H", "H"], "positions_angstrom": [[1.42, 0.26, 0.01], [0.13, 0.07, -0.63], [-0.72, 1.24, -0.51], [-0.50, -1.16, -0.23], [-0.66, -1.33, 1.24], [-0.74, -1.44, 2.39], [1.85, 1.21, -0.33], [2.10, -0.55, -0.27], [1.35, 0.29, 1.11], [-0.94, 1.53, 0.53], [-1.67, 1.06, -1.03], [-0.23, 2.08, -1.01], [0.09, -2.01, -0.58], [-1.49, -1.24, -0.69]]}

Last place for stability: *ii*

*i*
{"formula": "C9H14", "method": "the ωB97M-V functional and the def2-TZVPD basis", "e_lumo_ev": 1.009, "spin_multiplicity": 1, "homo_lumo_gap_ev": 10.003, "smiles": "Cc1ccccc1.CC", "symbols": ["C", "C", "H", "H", "H", "H", "H", "H", "C", "C", "C", "C", "C", "C", "C", "H", "H", "H", "H", "H", "H", "H", "H"], "positions_angstrom": [[0.08, 1.80, -2.81], [-1.19, 1.34, -2.11], [0.91, 1.33, -2.22], [0.30, 1.40, -3.82], [0.25, 2.87, -2.85], [-1.13, 0.46, -1.40], [-1.59, 2.14, -1.36], [-2.05, 1.01, -2.84], [1.76, -0.71, -1.06], [0.76, -0.60, 0.10], [0.49, 0.60, 0.75], [0.04, -1.76, 0.69], [-0.32, 0.70, 1.93], [-0.86, -1.66, 1.76], [-0.90, -0.44, 2.48], [2.32, -1.71, -1.04], [2.59, 0.03, -1.01], [0.92, 1.54, 0.17], [0.12, -2.75, 0.23], [-0.41, 1.64, 2.42], [-1.31, -2.51, 2.13], [-1.56, -0.34, 3.33], [1.38, -0.73, -2.16]]}

*ii*
{"formula": "C9H14", "method": "the ωB97M-V functional and the def2-TZVPD basis", "e_lumo_ev": 1.032, "spin_multiplicity": 1, "homo_lumo_gap_ev": 10.024, "smiles": "Cc1ccccc1.CC", "symbols": ["C", "C", "C", "C", "C", "C", "C", "H", "H", "H", "H", "H", "H", "H", "H", "C", "C", "H", "H", "H", "H", "H", "H"], "positions_angstrom": [[-0.10, -1.09, -2.32], [1.48, 0.81, -1.83], [0.22, 0.25, -1.73], [1.90, 1.84, -0.99], [0.97, 2.39, -0.13], [-0.70, 0.82, -0.83], [-0.31, 1.90, -0.04], [2.07, 0.50, -2.70], [2.91, 2.20, -1.08], [0.17, -1.31, -3.34], [-1.14, -1.38, -2.16], [1.35, 3.16, 0.53], [-1.59, 0.20, -0.73], [-1.04, 2.30, 0.65], [0.46, -1.78, -1.67], [-1.57, -1.37, 2.22], [-0.04, -1.30, 2.35], [-2.03, -0.49, 2.66], [-2.00, -1.49, 1.23], [-1.97, -2.22, 2.78], [0.35, -0.77, 1.48], [0.40, -2.30, 2.34], [0.20, -0.89, 3.32]]}

Last place for stability: *i*

*i*
{"formula": "C9H14", "method": "the ωB97M-V functional and the def2-TZVPD basis", "e_lumo_ev": 0.995, "spin_multiplicity": 1, "homo_lumo_gap_ev": 10.021, "smiles": "Cc1ccccc1.CC", "symbols": ["C", "C", "C", "C", "C", "C", "C", "H", "H", "H", "H", "H", "H", "H", "H", "C", "C", "H", "H", "H", "H", "H", "H"], "positions_angstrom": [[0.50, 1.72, -0.71], [0.10, -1.87, -1.83], [0.87, -2.58, -0.93], [0.03, -0.48, -1.79], [0.64, 0.21, -0.75], [1.63, -1.84, -0.01], [1.52, -0.46, 0.09], [-0.50, -2.36, -2.59], [1.02, -3.65, -0.89], [-0.36, 0.13, -2.59], [2.08, -2.40, 0.80], [-0.47, 2.19, -0.71], [1.16, 2.12, -1.49], [2.19, 0.07, 0.76], [0.98, 2.01, 0.23], [-2.77, 1.50, 2.32], [-1.47, 2.31, 2.36], [-3.04, 1.32, 1.28], [-2.58, 0.55, 2.82], [-3.50, 1.97, 2.98], [-0.63, 1.73, 1.97], [-1.32, 2.67, 3.37], [-1.51, 3.16, 1.67]]}

*ii*
{"formula": "C9H14", "method": "the ωB97M-V functional and the def2-TZVPD basis", "e_lumo_ev": 1.022, "spin_multiplicity": 1, "homo_lumo_gap_ev": 10.017, "smiles": "Cc1ccccc1.CC", "symbols": ["C", "C", "C", "C", "C", "C", "C", "H", "H", "H", "H", "H", "H", "H", "H", "C", "C", "H", "H", "H", "H", "H", "H"], "positions_angstrom": [[-1.05, 1.60, 0.48], [1.46, 1.45, 0.69], [0.21, 0.90, 0.98], [2.54, 0.77, 1.23], [2.35, -0.37, 2.04], [0.07, -0.26, 1.71], [1.11, -0.97, 2.28], [1.61, 2.32, 0.04], [3.55, 1.16, 1.21], [-1.16, 1.90, -0.55], [-1.12, 2.46, 1.14], [3.27, -0.78, 2.47], [-0.92, -0.64, 1.99], [1.01, -1.87, 2.83], [-1.89, 0.86, 0.52], [-1.22, -1.75, -2.15], [-1.52, -0.39, -2.71], [-1.71, -1.89, -1.22], [-1.34, -2.57, -2.83], [-0.15, -1.80, -1.80], [-1.01, 0.37, -2.00], [-2.60, -0.18, -2.57], [-1.48, -0.32, -3.79]]}

Last place for stability: *ii*

*i*
{"formula": "C9H14", "method": "the ωB97M-V functional and the def2-TZVPD basis", "e_lumo_ev": 1.017, "spin_multiplicity": 1, "homo_lumo_gap_ev": 10.059, "smiles": "Cc1ccccc1.CC", "symbols": ["C", "C", "H", "H", "H", "H", "H", "H", "C", "C", "C", "C", "C", "C", "C", "H", "H", "H", "H", "H", "H", "H", "H"], "positions_angstrom": [[2.94, 0.89, 0.99], [2.16, -0.33, 1.55], [2.79, 1.02, -0.08], [2.69, 1.82, 1.51], [3.99, 0.73, 1.22], [1.43, -0.17, 2.33], [2.96, -0.97, 1.92], [1.56, -0.87, 0.82], [-1.66, 1.00, -2.56], [-1.20, -1.30, 1.04], [-1.82, -0.07, 1.09], [-0.57, -1.69, -0.14], [-1.92, 0.72, -0.06], [-0.66, -0.91, -1.26], [-1.39, 0.29, -1.26], [-1.16, -1.97, 1.89], [-2.37, 0.28, 1.96], [0.00, -2.61, -0.09], [-2.48, 1.65, 0.00], [-0.10, -1.10, -2.18], [-1.98, 2.03, -2.39], [-2.47, 0.57, -3.14], [-0.74, 1.00, -3.13]]}

*ii*
{"formula": "C9H14", "method": "the ωB97M-V functional and the def2-TZVPD basis", "e_lumo_ev": 0.993, "spin_multiplicity": 1, "homo_lumo_gap_ev": 9.974, "smiles": "Cc1ccccc1.CC", "symbols": ["C", "C", "H", "H", "H", "H", "H", "H", "C", "C", "C", "C", "C", "C", "C", "H", "H", "H", "H", "H", "H", "H", "H"], "positions_angstrom": [[2.42, -2.33, 2.02], [1.12, -2.14, 1.21], [2.97, -3.24, 1.76], [3.15, -1.58, 1.68], [2.30, -2.18, 3.08], [0.29, -2.03, 1.92], [1.00, -2.92, 0.48], [1.13, -1.15, 0.76], [0.45, 2.51, -1.95], [-2.11, -0.21, -1.22], [-1.30, 0.67, -1.92], [-2.26, -0.06, 0.15], [-0.52, 1.60, -1.23], [-1.50, 0.87, 0.85], [-0.75, 1.79, 0.14], [-2.56, -1.06, -1.72], [-1.15, 0.57, -2.98], [-3.01, -0.70, 0.60], [-1.72, 0.95, 1.91], [0.34, 3.54, -1.63], [0.41, 2.39, -3.03], [-0.11, 2.50, 0.66], [1.42, 2.20, -1.55]]}

*iii*
{"formula": "C9H14", "method": "the ωB97M-V functional and the def2-TZVPD basis", "e_lumo_ev": 0.985, "spin_multiplicity": 1, "homo_lumo_gap_ev": 9.554, "smiles": "Cc1ccccc1.CC", "symbols": ["C", "C", "C", "C", "C", "C", "C", "H", "H", "H", "H", "H", "H", "H", "H", "C", "C", "H", "H", "H", "H", "H", "H"], "positions_angstrom": [[2.08, -0.83, 0.23], [0.78, -1.39, 2.15], [0.92, -1.54, 0.72], [-0.57, -1.38, 2.51], [-0.16, -2.01, -0.07], [-1.66, -1.69, 1.68], [-1.50, -2.08, 0.36], [1.60, -1.16, 2.91], [-0.71, -0.75, 3.47], [2.82, -0.70, 1.09], [1.76, 0.12, -0.32], [0.15, -2.21, -1.08], [-2.63, -1.36, 2.10], [-2.23, -2.31, -0.38], [2.65, -1.43, -0.43], [-0.53, 1.94, -1.38], [-0.27, 3.27, -2.30], [-0.58, 1.15, -2.12], [0.36, 1.58, -0.86], [-1.33, 2.01, -0.66], [0.38, 2.95, -3.03], [-1.05, 3.64, -2.96], [-0.25, 4.17, -1.65]]}

*iv*
{"formula": "C9H14", "method": "the ωB97M-V functional and the def2-TZVPD basis", "e_lumo_ev": 1.021, "spin_multiplicity": 1, "homo_lumo_gap_ev": 10.050, "smiles": "Cc1ccccc1.CC", "symbols": ["C", "C", "H", "H", "H", "H", "H", "H", "C", "C", "C", "C", "C", "C", "C", "H", "H", "H", "H", "H", "H", "H", "H"], "positions_angstrom": [[1.93, -2.27, 1.31], [2.99, -1.61, 0.45], [1.91, -3.36, 1.29], [1.92, -2.06, 2.39], [0.92, -1.97, 1.03], [2.60, -0.70, 0.00], [3.92, -1.42, 0.96], [3.25, -2.25, -0.39], [0.02, 2.03, 1.48], [-1.60, -0.32, -1.74], [-1.28, -0.92, -0.53], [-1.39, 1.04, -1.90], [-0.80, -0.16, 0.52], [-0.83, 1.79, -0.87], [-0.53, 1.20, 0.36], [-2.12, -0.88, -2.51], [-1.35, -1.99, -0.43], [-1.56, 1.54, -2.85], [-0.63, -0.54, 1.52], [-0.52, 2.80, -1.08], [1.02, 1.71, 1.78], [-0.60, 1.84, 2.36], [0.02, 3.11, 1.32]]}

Last place for stability: *iii*